No. 1
{
  "formula": "C18H23ClFO12",
  "method": "ωB97M-V/def2-TZVPD",
  "lumo_ev": 1.72,
  "multiplicity": 1,
  "total_charge": -1,
  "largest_force_ha_per_bohr": 0.040,
  "homo_energy_ev": -5.1,
  "e_tot_ha": -2162.70469,
  "orbital_gap_ev": 6.78,
  "elements": ["Cl", "F", "O", "O", "O", "O", "O", "O", "O", "O", "O", "O", "O", "O", "C", "C", "C", "C", "C", "C", "C", "C", "C", "C", "C", "C", "C", "C", "C", "C", "C", "C", "H", "H", "H", "H", "H", "H", "H", "H", "H", "H", "H", "H", "H", "H", "H", "H", "H", "H", "H", "H", "H", "H", "H"],
  "xyz": [[4.09624, 3.35806, 0.76179], [-1.07183, -0.19298, -0.38907], [2.07232, -2.23127, 0.55296], [1.76545, -0.55185, -0.90876], [-0.16609, -8.07219, 1.14762], [-0.72452, 6.28588, -2.05028], [-1.02218, -6.02343, 0.92401], [0.20272, -6.91647, -0.74768], [0.49800, 3.48347, 1.03109], [1.48026, 2.28810, 2.68041], [-2.30568, 3.79032, 1.82815], [-0.05646, 1.36464, 1.33914], [0.50782, -2.41696, -1.02051], [-2.47296, 1.66718, 2.52758], [-1.88227, 0.92029, -0.17159], [0.26874, 5.41258, -2.59941], [-0.26370, 3.04025, -0.13352], [1.47686, -1.63157, -0.50772], [1.29461, -3.37431, 0.90840], [0.73912, 2.39872, -1.12221], [-0.66887, -7.71484, 2.43821], [-2.47312, 1.33043, -1.50329], [-0.14426, 5.33566, -1.18280], [2.14274, 3.02279, -1.16061], [-2.08231, 2.57865, 1.78887], [-1.17053, 2.02593, 0.60414], [-1.60826, -6.57408, 2.11049], [0.71038, 2.38207, 1.78350], [3.23072, 2.26804, -0.37631], [-1.04799, 4.18124, -0.75316], [-0.28089, -6.99799, 0.33166], [0.58903, -3.70041, -0.38995], [0.60161, -3.09255, 1.70414], [-1.66037, -5.81904, 2.89014], [1.17204, -4.36922, -1.02401], [1.93861, -4.17764, 1.26066], [3.99539, 1.86607, -1.03191], [-2.61667, -6.91727, 1.87521], [-1.71051, 1.41926, -2.27593], [-3.07724, 2.23041, -1.42667], [1.18795, 5.92330, -2.85167], [-3.13918, 0.53048, -1.83213], [-0.13657, 4.61871, -3.21341], [-1.57099, 3.86897, -1.65155], [0.32262, 2.49838, -2.12578], [-0.39940, -4.11336, -0.25140], [-1.71538, 4.62673, -0.01645], [0.83877, 1.32864, -0.94986], [-1.16646, -8.56363, 2.89917], [2.47111, 3.05078, -2.20133], [-2.69455, 0.58060, 0.47021], [2.16740, 4.05047, -0.81366], [2.81944, 1.44426, 0.19594], [0.57320, 5.68189, -0.43838], [0.16610, -7.40219, 3.06754]],
  "nbo_charge": [-0.10, -0.37, -0.49, -0.59, -0.49, -0.50, -0.50, -0.57, -0.53, -0.60, -0.74, -0.51, -0.48, -0.74, 0.19, -0.14, 0.28, 0.99, -0.10, -0.47, -0.10, -0.65, 0.08, -0.43, 0.75, 0.08, -0.10, 0.98, -0.35, -0.49, 0.97, -0.10, 0.19, 0.21, 0.19, 0.19, 0.20, 0.19, 0.21, 0.22, 0.18, 0.21, 0.17, 0.21, 0.20, 0.22, 0.29, 0.28, 0.20, 0.20, 0.20, 0.23, 0.23, 0.19, 0.19]
}

***

No. 2
{
  "formula": "C18H23ClN2O5S2",
  "method": "ωB97M-V/def2-TZVPD",
  "lumo_ev": 0.11,
  "multiplicity": 1,
  "largest_force_ha_per_bohr": 0.036,
  "homo_energy_ev": -8.9,
  "smiles": "O=C(Cl)Cc1ccc2nccnc2c1.O=S1(=O)CCCC1.O=S1(=O)CCCC1",
  "de_lowest_kj_mol": 0.00,
  "e_tot_ha": -2441.95144,
  "orbital_gap_ev": 9.05,
  "elements": ["Cl", "S", "S", "O", "O", "O", "O", "O", "N", "N", "C", "C", "C", "C", "C", "C", "C", "C", "C", "C", "C", "C", "C", "C", "C", "C", "C", "C", "H", "H", "H", "H", "H", "H", "H", "H", "H", "H", "H", "H", "H", "H", "H", "H", "H", "H", "H", "H", "H", "H", "H"],
  "xyz": [[-1.71678, 9.16834, -3.39279], [0.97565, -0.25653, -0.72970], [-0.09042, -6.18030, -0.08887], [1.25684, -5.80431, 0.25998], [0.19714, 0.46674, -1.70497], [-0.86311, -5.44166, -1.05732], [-1.34110, 10.36185, -1.13232], [2.32343, 0.13331, -0.38524], [0.35421, 3.84878, -1.21505], [2.42574, 4.66484, 0.69120], [0.36331, 5.07185, -0.59755], [2.36103, 3.49440, 0.09360], [-1.64145, 9.30290, -1.59389], [0.25405, 7.61727, 0.56495], [-0.32649, -8.63901, 0.78686], [1.37685, 5.45603, 0.30280], [0.02410, -0.42733, 0.78219], [0.75039, -2.70881, 0.16434], [-0.34089, -1.91252, 0.88887], [-0.78850, 7.22995, -0.34623], [0.97580, -1.99021, -1.16042], [1.36157, 3.08219, -0.85908], [-0.09580, -7.91112, -0.53336], [-1.98656, 8.10925, -0.69619], [-1.41643, -7.84495, 1.51668], [-0.70386, 5.97403, -0.90575], [1.28958, 6.77532, 0.86902], [-1.04459, -6.36075, 1.42101], [-1.51682, -8.15803, 2.55550], [-0.41531, -6.05082, 2.25433], [-1.48371, 5.63636, -1.59904], [0.84646, -8.17156, -1.01075], [-0.85983, 0.20437, 0.72196], [0.65261, -0.10741, 1.61231], [1.66906, -2.69955, 0.75658], [-0.62063, -9.67544, 0.62506], [3.15257, 2.76941, 0.33129], [0.22842, 8.59651, 1.05272], [1.42503, 2.08288, -1.31392], [0.14657, -2.16149, -1.84747], [0.46066, -3.74619, 0.00921], [-1.30340, -2.09045, 0.40244], [-0.43938, -2.21819, 1.93098], [-2.43856, 8.44985, 0.25150], [0.59134, -8.63687, 1.37993], [-2.76073, 7.49948, -1.19350], [2.06286, 7.08093, 1.58244], [-0.92449, -8.07387, -1.22296], [1.91838, -2.25132, -1.63696], [-2.37895, -8.01545, 1.02890], [-1.92594, -5.72513, 1.36541]],
  "nbo_charge": [-0.08, 2.17, 2.17, -0.94, -0.94, -0.94, -0.49, -0.95, -0.37, -0.36, 0.16, 0.01, 0.57, -0.22, -0.41, 0.07, -0.68, -0.40, -0.41, -0.03, -0.67, 0.00, -0.67, -0.52, -0.40, -0.19, -0.17, -0.68, 0.23, 0.25, 0.22, 0.26, 0.25, 0.25, 0.21, 0.23, 0.21, 0.22, 0.23, 0.25, 0.24, 0.21, 0.22, 0.25, 0.22, 0.24, 0.23, 0.24, 0.26, 0.21, 0.25]
}

***

No. 3
{
  "formula": "C18H23ClN4O",
  "method": "ωB97M-V/def2-TZVPD",
  "lumo_ev": 0.59,
  "multiplicity": 1,
  "largest_force_ha_per_bohr": 0.019,
  "homo_energy_ev": -8.5,
  "smiles": "Cn1cc(CNCCN2CCCCC2=O)c(-c2cccc(Cl)c2)n1",
  "de_lowest_kj_mol": 36.99,
  "e_tot_ha": -1454.18212,
  "orbital_gap_ev": 9.05,
  "elements": ["Cl", "O", "N", "N", "N", "N", "C", "C", "C", "C", "C", "C", "C", "C", "C", "C", "C", "C", "C", "C", "C", "C", "C", "C", "H", "H", "H", "H", "H", "H", "H", "H", "H", "H", "H", "H", "H", "H", "H", "H", "H", "H", "H", "H", "H", "H", "H"],
  "xyz": [[5.11000, -0.56361, 0.62268], [-0.00872, 2.40593, -1.57713], [-0.96218, -3.10442, 0.63208], [-0.96368, 1.90217, 0.39408], [0.28396, -2.71195, 0.42796], [-2.97757, 0.00734, -1.49047], [-1.65386, -0.48698, -1.83126], [1.60306, -0.51675, -2.18605], [-3.08149, 0.66777, -0.20312], [-1.10257, -1.51256, -0.88434], [1.47459, -1.11871, -0.93644], [0.34235, 2.12919, 2.47271], [-0.87928, 1.52975, 1.79152], [2.79715, 0.07633, -2.55351], [-2.29712, 1.98919, -0.17114], [1.46524, 2.31601, 0.28252], [3.75927, -0.54575, -0.46297], [-1.83223, -2.41056, -0.13249], [0.24036, -1.74967, -0.49184], [1.57097, 1.71887, 1.67640], [3.88335, 0.07775, -1.69490], [-1.25660, -4.15604, 1.56091], [2.57603, -1.14393, -0.07932], [0.10716, 2.19080, -0.38163], [0.39649, 1.76731, 3.50029], [-2.19412, 2.36153, -1.19201], [-2.75552, 0.02976, 0.63577], [-1.72668, -0.91560, -2.83774], [1.66837, 3.39124, 0.32186], [-2.86146, 2.72109, 0.41867], [-0.98372, 0.37202, -1.88452], [-1.90799, -3.79566, 2.36016], [-2.88603, -2.60589, -0.08744], [-1.74516, -4.99113, 1.05498], [2.49017, -1.64220, 0.87314], [-1.79669, 1.86640, 2.28561], [2.48630, 2.06477, 2.15913], [0.78005, -0.52385, -2.88026], [-4.14045, 0.89540, -0.05467], [2.88326, 0.54837, -3.52007], [-0.82872, 0.43491, 1.87875], [-0.31400, -4.49375, 1.98637], [-3.65190, -0.74950, -1.53855], [4.81303, 0.54721, -1.97552], [2.20083, 1.87918, -0.39394], [0.25917, 3.21763, 2.49452], [1.61658, 0.63054, 1.61122]],
  "nbo_charge": [0.00, -0.65, -0.15, -0.45, -0.26, -0.61, -0.26, -0.19, -0.23, -0.12, -0.06, -0.40, -0.20, -0.19, -0.24, -0.50, -0.06, -0.06, 0.09, -0.40, -0.24, -0.41, -0.17, 0.70, 0.21, 0.26, 0.17, 0.21, 0.23, 0.19, 0.24, 0.20, 0.21, 0.21, 0.24, 0.20, 0.22, 0.22, 0.20, 0.22, 0.19, 0.24, 0.35, 0.23, 0.25, 0.20, 0.21]
}

***

No. 4
{
  "formula": "C18H23F2N5O3S",
  "method": "ωB97M-V/def2-TZVPD",
  "lumo_ev": 0.09,
  "multiplicity": 1,
  "largest_force_ha_per_bohr": 0.005,
  "homo_energy_ev": -7.8,
  "smiles": "[H]/N=c1\\[nH]c(/C(=N/OC)C(=O)N[C@]23C[C@H]2CN(C(=O)CCC2CC(F)(F)C2)C3)cs1",
  "de_lowest_kj_mol": 3.40,
  "e_tot_ha": -1797.06883,
  "orbital_gap_ev": 7.92,
  "elements": ["S", "F", "F", "O", "O", "O", "N", "N", "N", "N", "N", "C", "C", "C", "C", "C", "C", "C", "C", "C", "C", "C", "C", "C", "C", "C", "C", "C", "C", "H", "H", "H", "H", "H", "H", "H", "H", "H", "H", "H", "H", "H", "H", "H", "H", "H", "H", "H", "H", "H", "H", "H"],
  "xyz": [[-0.48754, -3.81502, 0.31352], [8.20240, 5.18172, 0.35446], [10.33746, 5.43278, -0.02724], [5.85435, 0.26456, 3.55002], [-0.47547, 2.20587, -0.79828], [2.39784, -0.25509, -0.47788], [5.18269, 1.52945, 1.80623], [-1.67610, -1.64624, -0.31371], [-0.88104, 0.89126, -0.66345], [1.71124, 1.54530, 0.71280], [-3.09739, -3.58624, -0.20891], [3.78623, 1.22600, 2.10632], [0.05041, 0.09218, -0.30778], [-1.98986, -2.97605, -0.12127], [6.14558, 0.95720, 2.59236], [1.50441, 0.45015, -0.05273], [5.35894, 1.81085, 0.37618], [9.44231, 4.69642, 0.68117], [7.93060, 2.72770, 2.51892], [-0.34160, -1.30381, -0.13681], [3.03323, 1.97862, 1.03156], [9.34067, 3.08714, 2.08317], [0.43241, -2.34570, 0.19999], [3.40346, 3.41696, 0.83433], [7.58052, 1.26868, 2.22378], [-1.56651, 2.97002, -1.30174], [9.52119, 3.18183, 0.53952], [4.01612, 2.35454, -0.03741], [9.65186, 4.60698, 2.18767], [-2.36188, -0.95846, -0.57696], [10.06724, 2.44365, 2.57857], [7.75453, 1.04738, 1.16724], [7.82447, 2.91038, 3.59198], [10.50930, 2.87334, 0.20372], [8.75527, 2.73219, -0.09119], [-3.85806, -2.96257, -0.46596], [0.92873, 2.14549, 0.91326], [2.66374, 4.05132, 0.36488], [10.68798, 4.81553, 2.44694], [3.72764, 2.29987, -1.07646], [3.54475, 1.54475, 3.12030], [4.01276, 3.88913, 1.59463], [8.98057, 5.21399, 2.79277], [-2.41617, 2.92030, -0.62042], [7.21914, 3.39224, 2.01926], [-1.86000, 2.61055, -2.28801], [3.58020, 0.15442, 2.02489], [6.16868, 2.52592, 0.21866], [-1.20249, 3.99186, -1.37196], [5.57569, 0.89755, -0.18826], [8.20814, 0.59984, 2.81118], [1.49624, -2.32178, 0.35433]],
  "nbo_charge": [0.35, -0.35, -0.34, -0.61, -0.41, -0.60, -0.45, -0.60, -0.16, -0.59, -0.73, -0.21, 0.18, 0.29, 0.70, 0.63, -0.20, 0.70, -0.39, 0.07, 0.10, -0.20, -0.38, -0.42, -0.50, -0.25, -0.48, -0.23, -0.47, 0.43, 0.21, 0.21, 0.22, 0.23, 0.22, 0.34, 0.42, 0.23, 0.23, 0.24, 0.22, 0.23, 0.23, 0.18, 0.21, 0.19, 0.21, 0.20, 0.20, 0.20, 0.24, 0.27]
}

***

> multiplicity of number 3 (C18H23ClN4O)?

1

***

> Number 4 is which compound?

C18H23F2N5O3S